[1]
Molecular formula: C4H9NO2
Method: DFT, the ωB97M-V functional and the def2-TZVPD basis

Properties
- relative energy (zero: lowest compared OMol25 entry of this formula, charge and spin) (kcal/mol) = 61.6
- frontier orbital gap (eV) = 10.228

Last column: natural (NBO) charge in e.
Cartesian coordinates (Å):
C  -0.20507  0.43545  0.82290  0.1744
C  0.21347  0.66895  -0.57369  -0.5342
C  -1.49412  1.09991  1.22773  -0.6320
C  0.54869  -0.86635  -1.04671  0.7433
N  1.88979  -1.18326  -1.05969  -0.8508
O  -0.44142  -1.15865  0.86705  -0.8877
O  -0.24108  -1.42795  -1.79684  -0.6550
H  -0.73221  -1.94128  0.37201  0.5354
H  0.59215  0.54349  1.55837  0.2018
H  2.21252  -1.72316  -1.85166  0.4045
H  2.56495  -0.59163  -0.59924  0.3857
H  -0.56080  1.01943  -1.25594  0.2366
H  1.09792  1.30421  -0.64163  0.2115
H  -1.34539  2.18431  1.26515  0.2149
H  -1.82347  0.76685  2.21522  0.2278
H  -2.27593  0.86967  0.49698  0.2238


[2]
Molecular formula: C4H10N4
Method: DFT, the ωB97M-V functional and the def2-TZVPD basis

Properties
- relative energy (zero: lowest compared OMol25 entry of this formula, charge and spin) (kcal/mol) = 51.1
- frontier orbital gap (eV) = 9.062

Last column: natural (NBO) charge in e.
Cartesian coordinates (Å):
C  -0.79144  -0.90168  -1.65054  -0.4211
C  -2.11451  0.56672  0.79603  -0.6846
N  -0.17335  -0.42602  -0.44841  -0.4741
C  1.51214  -0.12777  0.45716  0.6517
C  -0.67532  0.32457  0.47641  0.4819
N  2.15128  0.65847  -0.51124  -0.8908
N  2.03384  -1.07424  1.12988  -0.8300
N  0.35777  0.73409  1.24476  -0.6508
H  3.15650  0.68247  -0.41707  0.3951
H  1.55144  1.36670  -0.90970  0.3938
H  3.00230  -1.24917  0.88317  0.3403
H  0.27478  0.65466  2.25104  0.3910
H  -1.84400  -1.15357  -1.48993  0.1845
H  -0.26508  -1.80008  -1.97139  0.2137
H  -0.73140  -0.15929  -2.45425  0.1926
H  -2.71372  -0.32826  0.63347  0.2356
H  -2.22997  0.88020  1.83333  0.2318
H  -2.50124  1.35218  0.14729  0.2392


[3]
Molecular formula: C40H37IrN5P2STe
Method: DFT, the ωB97M-V functional and the def2-TZVPD basis

Properties
- relative energy (zero: lowest compared OMol25 entry of this formula, charge and spin) (kcal/mol) = 1.1
- multiplicity = 2
- frontier orbital gap (spin up / spin down) (eV) = 5.984 / 6.034
- ⟨S²⟩ = 0.754
- net charge = +2

Last column: Mulliken spin population.
Cartesian coordinates (Å):
Ir  -0.47116  -0.04058  -0.05703  0.9390
C  -1.66843  -4.11857  -3.59904  -0.0006
C  -0.35047  -4.33485  -2.87038  0.0011
N  -0.45707  -4.12853  -1.42653  0.0034
C  -0.42366  -2.96089  -0.79518  0.0063
S  -0.20137  -1.49225  -1.77196  0.0420
N  -0.53830  -2.96326  0.51734  0.0156
N  -0.47565  -1.73792  1.07145  -0.0221
C  -0.46554  -1.61242  2.36569  0.0235
C  -0.52469  -2.78151  3.28905  0.0016
C  -0.34300  -0.23579  2.84678  0.0148
C  -0.20344  0.06737  4.19416  0.0019
C  -0.02399  1.38238  4.59044  -0.0021
C  0.01659  2.37342  3.62401  0.0055
C  -0.13032  2.01031  2.29902  -0.0177
N  -0.31205  0.74587  1.90510  -0.0470
H  -1.55877  -4.37419  -4.65233  0.0004
H  -1.98309  -3.07679  -3.53076  0.0008
H  -2.44964  -4.75201  -3.17750  -0.0001
H  0.42856  -3.68159  -3.26303  0.0009
H  -0.00372  -5.35715  -3.01042  0.0003
H  -0.52546  -4.93917  -0.82797  -0.0001
H  -0.90410  -3.65001  2.76068  0.0003
H  -1.16164  -2.57196  4.14787  0.0003
H  0.47407  -3.02500  3.66015  0.0006
H  -0.21699  -0.72539  4.92712  0.0002
H  0.09350  1.62483  5.63774  0.0000
H  0.16493  3.41248  3.87998  0.0002
H  -0.09387  2.75968  1.51843  -0.0055
Te  -1.14930  5.07904  -0.70728  -0.0019
C  -3.00155  6.00972  -1.12751  -0.0003
C  -3.41244  6.13987  -2.44660  0.0000
C  -4.60129  6.81173  -2.69785  0.0000
N  -5.35428  7.34287  -1.73904  0.0000
C  -4.93467  7.23832  -0.48379  0.0001
C  -3.76245  6.58104  -0.12154  0.0000
C  -1.68480  3.06262  -0.87737  0.0010
P  -0.33907  1.85518  -1.33694  -0.0673
C  -0.62887  1.74306  -3.13030  0.0073
C  -1.66078  2.40656  -3.79059  0.0003
C  -1.80299  2.28718  -5.16589  0.0002
C  -0.90764  1.51490  -5.89140  -0.0006
C  0.13630  0.86953  -5.24206  -0.0016
C  0.27798  0.98317  -3.86871  0.0055
C  1.23137  2.73939  -1.21361  -0.0056
C  1.57826  3.74089  -2.12620  -0.0001
C  2.80358  4.37813  -2.01964  0.0001
C  3.68991  4.01523  -1.01343  0.0000
C  3.36381  3.00384  -0.12130  -0.0001
C  2.13884  2.36302  -0.22152  0.0014
P  -2.98938  2.35354  -0.13181  -0.0010
C  -3.26421  0.60481  -0.43970  -0.0133
C  -3.40582  -0.23490  0.67584  0.0239
C  -3.76670  -1.56483  0.49442  -0.0116
C  -3.97951  -2.05102  -0.78368  0.0129
C  -3.85487  -1.21386  -1.89068  0.0039
C  -3.51095  0.11303  -1.72975  0.0847
C  -4.52858  3.24423  -0.00498  -0.0024
C  -5.09940  3.47878  1.24460  -0.0010
C  -6.33728  4.09702  1.32161  0.0001
C  -6.99992  4.46488  0.15878  0.0000
C  -6.43659  4.21487  -1.08679  0.0005
C  -5.19832  3.60390  -1.17682  -0.0029
H  -2.82565  5.75044  -3.26915  0.0000
H  -4.95628  6.93321  -3.71454  0.0000
H  -5.55871  7.69556  0.27507  0.0000
H  -3.47635  6.51788  0.91965  0.0000
H  -2.36042  3.02960  -3.24425  0.0000
H  -2.60744  2.80412  -5.67190  0.0000
H  -1.01647  1.42358  -6.96357  0.0000
H  0.84740  0.28291  -5.80759  0.0001
H  1.10878  0.49172  -3.37496  -0.0040
H  0.90808  3.99612  -2.93698  -0.0002
H  3.07318  5.14899  -2.72839  -0.0001
H  4.64843  4.51110  -0.93836  0.0000
H  4.06927  2.70410  0.64160  0.0000
H  1.89340  1.55190  0.45380  0.0114
H  -3.26634  0.15747  1.67669  0.0046
H  -3.88092  -2.21435  1.35176  -0.0005
H  -4.25809  -3.08691  -0.92480  -0.0012
H  -4.03636  -1.60076  -2.88417  -0.0032
H  -3.42583  0.76089  -2.59344  -0.0015
H  -4.58245  3.18931  2.15155  -0.0001
H  -6.78548  4.28753  2.28687  0.0000
H  -7.96619  4.94727  0.22022  0.0000
H  -6.96183  4.50232  -1.98693  0.0000
H  -4.76193  3.40312  -2.14694  -0.0004


[4]
Molecular formula: C5H7Cl
Method: DFT, the ωB97M-V functional and the def2-TZVPD basis

Properties
- relative energy (zero: lowest compared OMol25 entry of this formula, charge and spin) (kcal/mol) = 106.1
- frontier orbital gap (eV) = 6.316

Last column: Löwdin charge in e.
Cartesian coordinates (Å):
C  -0.97242  0.41185  -0.37791  0.0758
C  0.50160  0.70104  0.37973  -0.0651
C  -0.25109  -0.49927  0.64257  -0.2857
C  -0.48564  1.67494  0.24560  0.0847
C  0.34069  -1.89480  0.28073  -0.0518
Cl  0.32734  3.68361  -1.99334  -0.4797
H  -1.03888  0.32566  -1.51413  0.1741
H  1.57542  0.58543  0.20359  0.1684
H  -0.92988  -0.62704  1.56424  0.1708
H  -0.56027  2.69444  -0.25628  -0.0377
H  -0.30692  -2.60078  -0.26405  0.0809
H  0.50249  -2.55540  1.24612  0.1170
H  1.29757  -1.89969  -0.15689  0.0484